C32H43CrFN2O2 | wB97M-V/def2-TZVPD

CARTESIAN COORDINATES (ANGSTROEM)
1 Cr 0.59214 -0.04739 0.46924
2 C 3.38934 3.65331 2.12194
3 C 2.61954 2.96551 1.03854
4 C 1.22214 3.04171 0.98844
5 C 0.50094 3.79591 2.07074
6 C 0.51784 2.41161 -0.06066
7 C -0.91356 2.81081 -0.36366
8 C 1.24754 1.68431 -1.04326
9 C 0.54394 1.23911 -2.30196
10 C 2.66234 1.65451 -1.00546
11 C 3.40564 1.06971 -2.17236
12 C 3.33504 2.23591 0.07404
13 C 4.80684 2.05601 0.27294
14 H 3.70554 2.92331 2.86944
15 H 2.81254 4.42631 2.61564
16 H 4.28384 4.11221 1.70984
17 H 0.67034 4.86641 1.95484
18 H 0.87854 3.49801 3.04674
19 H -0.56926 3.62071 2.06014
20 H -1.64126 2.02091 -0.17066
21 H -0.98716 3.09731 -1.41096
22 H -1.19896 3.68681 0.20924
23 H 0.62114 2.01981 -3.06126
24 H -0.50996 1.05611 -2.11876
25 H 0.99164 0.33571 -2.71026
26 H 3.32394 -0.01569 -2.17776
27 H 4.45764 1.33091 -2.15186
28 H 2.99684 1.44311 -3.10976
29 H 5.36384 2.95361 0.01064
30 H 5.19324 1.22661 -0.30746
31 H 4.99114 1.83601 1.32144
32 N 1.30534 -2.02979 2.12244
33 C 2.28244 -1.42859 3.02474
34 C 2.76914 -0.07169 2.44344
35 O 3.76014 0.47031 2.87464
36 O 1.98194 0.37111 1.54574
37 H 0.61184 -2.54659 2.65144
38 H 1.76914 -2.68809 1.50344
39 H 3.15824 -2.05819 3.20854
40 H 1.81774 -1.19619 3.98574
41 C -2.63096 -2.38919 -3.30596
42 C -2.08486 -1.04449 -2.80906
43 C -2.24216 -0.01509 -3.93576
44 C -2.79456 -0.59599 -1.54666
45 C -4.09446 -0.12069 -1.65756
46 C -4.79046 0.31981 -0.55266
47 C -4.20846 0.23271 0.69534
48 C -2.91806 -0.25369 0.86864
49 C -2.44466 -0.41879 2.29974
50 C -1.28196 0.49861 2.66054
51 C -2.15386 -1.88749 2.61054
52 C -2.18216 -0.62649 -0.27486
53 N -0.81916 -1.00759 -0.19686
54 C -0.52696 -2.31329 -0.53136
55 C -1.43666 -3.38229 -0.44576
56 C -1.01886 -4.68489 -0.65716
57 C 0.29684 -4.97579 -0.98146
58 C 1.21194 -3.94229 -1.11106
59 C 0.78324 -2.65639 -0.88816
60 F 1.70004 -1.61269 -0.97146
61 H -2.20476 -2.61379 -4.28206
62 H -3.71466 -2.35669 -3.39686
63 H -2.37006 -3.20169 -2.63356
64 H -1.01646 -1.16709 -2.60026
65 H -3.20026 -0.13339 -4.43066
66 H -1.46306 -0.16479 -4.67766
67 H -2.17256 1.00281 -3.56446
68 H -4.57076 -0.08649 -2.62336
69 H -5.78696 0.71651 -0.66096
70 H -4.77886 0.52141 1.56424
71 H -3.28226 -0.12699 2.94384
72 H -0.40656 0.30121 2.00384
73 H -0.97726 0.33821 3.69024
74 H -1.56426 1.54141 2.54684
75 H -1.35466 -2.27059 1.98204
76 H -3.04826 -2.48129 2.43154
77 H -1.87766 -1.99089 3.65804
78 H -2.46576 -3.17989 -0.18196
79 H -1.73536 -5.48659 -0.56586
80 H 0.61614 -5.99479 -1.12846
81 H 2.24134 -4.12249 -1.37176

Output
Max |F| in hartree/bohr: 0.0490
Electronic energy in eV: -72090.45831
Net charge: +1
Energy relative to the best compared isomer or geometry (same formula, charge and spin) in kcal per mole: 13.7
Kohn-Sham gap (spin up / spin down) in eV: 6.835 / 7.807
Molecular weight in g/mol: 558.702
2S+1: 2
Expectation value of S²: 1.051
HOMO energy (spin up / spin down) in eV: -11.064 / -11.125
Lowest unoccupied orbital energy (spin up / spin down) in eV: -4.2 / -3.3

Atom charges from the Mulliken analysis, given in e for atoms 1 to 6: number 1, Cr, carries -0.366; number 2, C, carries -2.228; number 3, C, carries 0.846; number 4, C, carries 1.583; number 5, C, carries -2.861; number 6, C, carries 1.771


C9H11N3OS | wB97M-V/def2-TZVPD

CARTESIAN COORDINATES (ANGSTROEM)
1 C -0.91002 0.56966 -3.78665
2 C 0.77651 -0.57830 -3.28499
3 C -0.72271 0.74567 -2.44389
4 C -0.19242 2.17375 1.74399
5 C -0.59074 0.90637 1.52312
6 C 1.38074 -1.37680 -0.30986
7 C 0.92531 -0.04670 -0.76036
8 C -0.84874 0.28349 0.25494
9 C -1.87224 -0.85416 0.18383
10 N 0.03752 -0.27673 -4.27890
11 N 0.40564 0.00946 -2.10239
12 N 1.79020 -1.29358 0.98016
13 O 1.27994 -2.39376 -0.92802
14 S -1.41409 1.60771 -1.08941
15 H -1.69726 0.78502 -4.48697
16 H 1.69877 -1.21825 -3.33671
17 H -0.15952 2.51954 2.76188
18 H 0.02513 2.70569 0.85047
19 H -0.71415 0.32254 2.52886
20 H 1.32579 0.95720 -0.46024
21 H -2.07632 -1.43956 -0.74237
22 H -2.91069 -0.42156 0.47497
23 H -1.75519 -1.64060 0.82035
24 H 1.58199 -0.46052 1.44993
25 H 2.24433 -2.04987 1.49160

Output
Max |F| in hartree/bohr: 0.0876
Electronic energy in eV: -26861.66909
Energy relative to the best compared isomer or geometry (same formula, charge and spin) in kcal per mole: 48.8
Kohn-Sham gap in eV: 7.631
Molecular weight in g/mol: 209.274
HOMO energy in eV: -8.068
Lowest unoccupied orbital energy in eV: -0.4

Atom charges from the Mulliken analysis, given in e for atoms 1 to 6: number 1, C, carries -0.441; number 2, C, carries 0.083; number 3, C, carries 0.208; number 4, C, carries -0.833; number 5, C, carries -0.492; number 6, C, carries 0.346


C34H30N8O2S4Y | wB97M-V/def2-TZVPD

CARTESIAN COORDINATES (ANGSTROEM)
1 Y -0.60975 0.37663 0.47640
2 C -2.16870 -2.33638 1.87852
3 N -1.41124 -1.17314 2.37300
4 C -2.28591 -0.35127 3.22152
5 C -3.37451 0.28435 2.39170
6 C -4.55086 0.72866 2.97773
7 C -5.51773 1.30278 2.17306
8 C -5.29248 1.39015 0.80659
9 C -4.09450 0.92058 0.30596
10 N -3.14400 0.38515 1.08094
11 C -0.23891 -1.65887 3.11850
12 C 0.74780 -0.56766 3.41828
13 C 1.51776 -0.58813 4.56976
14 C 2.48910 0.38405 4.74021
15 C 2.64899 1.35205 3.76240
16 C 1.81944 1.32076 2.65699
17 N 0.88560 0.37892 2.48506
18 C -1.66920 -2.85897 0.56207
19 C -1.65646 -4.22051 0.30602
20 C -1.32184 -4.66394 -0.96213
21 C -1.00416 -3.72680 -1.92947
22 C -1.00279 -2.38787 -1.58117
23 N -1.33143 -1.94999 -0.36213
24 H -2.16971 -3.13528 2.62942
25 H -3.20833 -2.03812 1.73587
26 H -2.74848 -0.96505 4.00684
27 H -1.68808 0.42365 3.70760
28 H -4.69435 0.62950 4.04482
29 H -6.44041 1.66836 2.60322
30 H -6.02502 1.81731 0.13784
31 H -3.87578 0.98117 -0.75246
32 H -0.55050 -2.16027 4.04380
33 H 0.27359 -2.39297 2.48777
34 H 1.35917 -1.36050 5.30986
35 H 3.10978 0.38651 5.62611
36 H 3.39412 2.12889 3.84990
37 H 1.88746 2.06866 1.87757
38 H -1.90954 -4.91553 1.09456
39 H -1.30886 -5.72150 -1.18798
40 H -0.74502 -4.01703 -2.93712
41 H -0.70922 -1.62858 -2.29244
42 S -1.09058 2.81488 1.98109
43 C -1.60702 3.16020 0.38727
44 N -1.57215 2.24656 -0.56374
45 C -2.02378 2.73774 -1.78199
46 C -2.14307 2.02035 -2.96992
47 C -2.64340 2.66594 -4.08466
48 C -3.02448 4.00924 -4.03458
49 C -2.91496 4.72924 -2.85990
50 C -2.41681 4.08090 -1.73713
51 S -2.19109 4.71005 -0.13189
52 H -1.82971 0.98726 -3.02339
53 H -2.73615 2.12171 -5.01483
54 H -3.40899 4.48963 -4.92323
55 H -3.21320 5.76782 -2.81665
56 N 5.94946 -0.08395 -5.12131
57 C 4.93636 0.03042 -4.22513
58 C 4.68585 1.25245 -3.58074
59 C 3.65074 1.36635 -2.67967
60 C 2.84161 0.26315 -2.40972
61 C 3.08218 -0.95662 -3.03883
62 C 4.11630 -1.07445 -3.93493
63 S 1.56188 0.42591 -1.26278
64 O 1.72159 1.69462 -0.55586
65 O 0.21653 0.34282 -1.86889
66 N 1.48636 -0.77635 -0.25437
67 C 2.56499 -1.22526 0.47508
68 S 4.14541 -0.52922 0.44107
69 C 4.66930 -1.70861 1.57499
70 C 3.64281 -2.54111 1.86825
71 N 2.44795 -2.27401 1.24687
72 H 6.58021 0.67907 -5.28190
73 H 6.18253 -0.96991 -5.52899
74 H 5.31402 2.10740 -3.79351
75 H 3.46343 2.30276 -2.17541
76 H 2.46390 -1.81690 -2.81386
77 H 4.30778 -2.02209 -4.42063
78 H 5.68710 -1.75174 1.92199
79 H 3.71208 -3.38601 2.53682

Output
Max |F| in hartree/bohr: 0.0161
Electronic energy in eV: -96146.76637
Net charge: +1
Energy relative to the best compared isomer or geometry (same formula, charge and spin) in kcal per mole: 9.9
Kohn-Sham gap in eV: 7.869
Molecular weight in g/mol: 799.842
HOMO energy in eV: -9.851
Lowest unoccupied orbital energy in eV: -2.0

Atom charges from the Mulliken analysis, given in e for atoms 1 to 6: number 1, Y, carries -0.365; number 2, C, carries -1.192; number 3, N, carries 1.253; number 4, C, carries -0.934; number 5, C, carries 0.330; number 6, C, carries -1.192